Entry 1:
87
Properties=species:S:1:pos:R:3 method="wB97M-V/def2-TZVPD" multiplicity=2 gap_ev="6.0 / 6.0" largest_force_ha_per_bohr=0.0249 lumo_energy_ev="0.0 / 0.0" relative_energy_kcal_mol=0.00
Pd -0.001 0.234 1.368
C -3.487 1.356 -4.367
O -4.508 2.253 -3.987
C -4.195 3.189 -3.043
C -5.232 4.029 -2.643
C -5.000 4.989 -1.679
C -3.753 5.114 -1.062
C -2.716 4.303 -1.507
C -2.929 3.352 -2.493
N -3.661 6.158 -0.091
N -2.729 6.229 0.742
C -2.020 5.123 1.225
C -0.732 5.383 1.671
C 0.169 4.401 2.050
C -0.190 3.041 2.025
O 0.572 2.091 2.374
C -1.578 2.762 1.629
N -1.925 1.451 1.640
C -3.185 1.117 1.481
C -4.197 2.073 1.321
C -3.854 3.393 1.237
C -2.500 3.785 1.333
H -3.941 0.656 -5.064
H -3.094 0.810 -3.503
H -2.662 1.874 -4.865
H -6.203 3.921 -3.107
H -5.789 5.663 -1.371
H -1.718 4.415 -1.106
H -2.097 2.741 -2.814
H -0.426 6.424 1.659
H 1.170 4.655 2.374
H -3.417 0.058 1.494
H -5.232 1.761 1.263
H -4.624 4.141 1.124
C 3.146 -0.800 -2.357
N 2.537 -0.272 -1.154
C 1.459 0.679 -1.388
P 3.273 -0.453 0.313
O 2.602 0.283 1.387
O 3.324 -2.055 0.544
P 2.199 -2.992 1.247
O 1.056 -2.264 1.808
N 3.049 -3.801 2.408
C 4.115 -4.704 2.011
C 3.364 -3.030 3.610
N 1.826 -4.055 0.048
C 2.658 -4.290 -1.117
C 0.438 -4.453 -0.127
N 4.899 -0.162 0.226
C 5.875 -1.028 -0.404
C 5.287 1.242 0.267
H 2.375 -1.225 -3.005
H 3.854 -1.595 -2.124
H 3.674 -0.023 -2.923
H 0.650 0.186 -1.933
H 1.810 1.546 -1.957
H 1.055 1.019 -0.431
H 3.795 -5.327 1.177
H 4.355 -5.362 2.848
H 5.029 -4.165 1.728
H 2.565 -2.322 3.814
H 4.304 -2.476 3.495
H 3.461 -3.712 4.456
H 3.675 -3.944 -0.949
H 2.258 -3.771 -1.995
H 2.695 -5.361 -1.340
H -0.139 -4.194 0.758
H 0.375 -5.533 -0.286
H -0.004 -3.937 -0.986
H 5.532 -2.060 -0.399
H 6.812 -0.984 0.156
H 6.086 -0.727 -1.437
H 4.515 1.826 0.764
H 5.456 1.646 -0.739
H 6.212 1.345 0.839
O -0.947 -1.217 -0.186
N -1.948 -1.922 0.232
C -2.921 -2.279 -0.637
C -4.007 -3.011 -0.217
C -4.108 -3.403 1.110
C -3.093 -3.042 1.981
C -2.020 -2.303 1.530
H -2.760 -1.924 -1.643
H -4.768 -3.266 -0.940
H -4.956 -3.977 1.454
H -3.116 -3.322 3.024
H -1.180 -1.975 2.131

***

Entry 2:
93
Properties=species:S:1:pos:R:3 method="wB97M-V/def2-TZVPD" multiplicity=2 gap_ev="6.1 / 8.8" largest_force_ha_per_bohr=0.0292 charge=+1 lumo_energy_ev="-2.3 / -2.3" relative_energy_kcal_mol=47.76
Y -0.255 -1.332 0.804
N -0.334 0.908 1.955
C 0.114 1.130 3.346
C 0.101 -0.177 4.119
N 0.848 -1.254 3.444
C 0.616 -2.522 4.174
C -0.164 -3.534 3.338
N 0.341 -3.519 1.949
C 2.295 -0.971 3.360
C 2.752 -0.162 2.145
N 2.158 -0.664 0.894
H 0.059 1.646 1.378
H -1.338 1.069 1.961
H -0.542 1.835 3.860
H 1.112 1.561 3.353
H -0.935 -0.503 4.214
H 0.503 0.006 5.125
H 0.057 -2.339 5.093
H 1.569 -2.965 4.468
H -1.221 -3.277 3.323
H -0.057 -4.519 3.801
H -0.152 -4.227 1.411
H 1.315 -3.806 1.966
H 2.818 -1.928 3.310
H 2.643 -0.464 4.269
H 3.843 -0.220 2.119
H 2.490 0.884 2.236
H 2.706 -1.447 0.550
H 2.250 0.055 0.179
C -3.168 -4.011 0.859
C -3.028 -3.005 -0.233
C -4.002 -2.628 -1.159
C -3.382 -1.724 -1.989
N -2.108 -1.577 -1.584
N -1.887 -2.356 -0.480
B -0.897 -1.012 -2.332
N -0.207 0.200 -1.568
C -0.735 1.430 -1.299
C 0.292 2.333 -1.349
C 1.455 1.591 -1.678
C 2.822 2.113 -1.966
N 1.139 0.320 -1.804
N 0.195 -2.108 -2.302
C 0.729 -2.756 -3.342
C 1.740 -3.566 -2.870
C 1.758 -3.347 -1.489
C 2.665 -4.032 -0.515
N 0.814 -2.464 -1.151
N -1.190 -0.579 -3.750
C -0.440 0.277 -4.496
C -0.988 0.339 -5.747
C -2.098 -0.536 -5.699
C -3.078 -0.857 -6.779
N -2.200 -1.081 -4.501
H -3.694 -3.579 1.711
H -3.742 -4.863 0.502
H -2.192 -4.363 1.189
H -5.023 -2.964 -1.198
H -3.745 -1.215 -2.861
H -1.790 1.576 -1.133
H 0.735 4.176 -1.698
H 3.312 2.489 -1.068
H 3.428 1.319 -2.398
H 2.765 2.933 -2.686
H 0.355 -2.616 -4.342
H 2.385 -4.217 -3.434
H 2.281 -5.024 -0.271
H 3.644 -4.168 -0.971
H 2.780 -3.471 0.412
H 0.438 0.752 -4.093
H -0.645 0.930 -6.579
H -2.627 -0.737 -7.762
H -3.430 -1.882 -6.676
H -3.942 -0.194 -6.712
F -3.158 0.536 2.800
B -3.164 -0.473 1.871
F -4.345 -1.082 1.660
F -2.563 0.015 0.651
F -2.132 -1.465 2.296
Br 0.841 9.818 2.404
C 0.943 8.010 1.866
C 1.614 7.084 2.667
C 1.701 5.772 2.285
C 1.108 5.335 1.051
C 0.412 6.299 0.264
C 0.342 7.606 0.674
C 1.312 4.022 0.737
O 0.237 3.683 -1.029
O 1.760 2.954 1.015
H 2.065 7.404 3.596
H 2.214 5.051 2.908
H -0.087 5.992 -0.642
H -0.186 8.331 0.071

***

Entry 3:
94
Properties=species:S:1:pos:R:3 method="wB97M-V/def2-TZVPD" multiplicity=1 gap_ev=8.7 largest_force_ha_per_bohr=0.0809 lumo_energy_ev=0.4
C 1.439 -0.713 0.328
C 1.696 0.463 0.972
C 0.651 1.610 0.825
C 0.909 2.602 -0.340
N 0.566 3.983 0.162
C 1.453 4.465 0.861
O 2.430 4.952 1.272
O 2.300 2.787 -0.785
S 2.204 3.535 -2.257
O 3.107 3.049 -3.253
O 2.358 4.951 -2.071
O 0.579 3.368 -2.569
C 0.227 2.283 -1.698
C -1.205 1.723 -1.736
C -2.300 2.792 -1.348
C -2.869 2.537 0.106
I -2.650 4.222 1.435
H 1.264 -0.718 -0.762
H 1.340 -1.675 0.862
H 2.581 0.613 1.610
H 0.595 2.108 1.811
H -0.327 1.116 0.704
H 0.852 1.433 -2.072
H -1.398 1.450 -2.796
H -1.322 0.783 -1.164
H -3.135 2.697 -2.060
H -1.816 3.783 -1.355
H -3.955 2.372 -0.012
H -2.461 1.602 0.524
C -3.604 -3.084 -5.463
C -3.015 -1.968 -4.637
C -1.671 -2.282 -4.042
O -1.657 -1.461 -2.867
C -2.957 -1.305 -2.488
O -3.307 -0.860 -1.436
O -3.801 -1.728 -3.459
H -2.991 -3.287 -6.342
H -3.691 -4.001 -4.873
H -4.613 -2.825 -5.794
H -2.989 -1.042 -5.220
H -0.846 -2.023 -4.704
H -1.568 -3.325 -3.733
C 8.197 0.502 1.250
C 6.762 0.622 1.702
C 6.576 1.272 3.052
O 5.351 0.679 3.501
C 5.268 -0.543 2.919
O 4.490 -1.390 3.236
O 6.186 -0.676 1.929
H 8.645 1.486 1.106
H 8.789 -0.051 1.975
H 8.251 -0.050 0.310
H 6.169 1.127 0.933
H 6.481 2.356 2.985
H 7.353 1.026 3.784
C 9.483 -2.227 7.744
C 8.983 -0.978 7.058
C 7.696 -1.167 6.300
O 7.796 -0.169 5.275
C 9.132 0.016 5.047
O 9.583 0.612 4.124
O 9.878 -0.572 6.014
H 8.788 -2.553 8.518
H 9.619 -3.038 7.026
H 10.457 -2.045 8.201
H 8.908 -0.156 7.776
H 6.816 -0.998 6.918
H 7.614 -2.145 5.821
C -6.690 0.931 3.730
C -5.263 0.437 3.737
C -4.742 0.075 5.104
O -3.338 0.301 4.961
C -3.189 1.264 4.011
O -2.176 1.842 3.790
O -4.358 1.478 3.349
H -7.376 0.147 4.055
H -6.805 1.796 4.386
H -6.975 1.254 2.729
H -5.146 -0.392 3.032
H -4.942 -0.962 5.371
H -5.119 0.728 5.895
C -9.566 -2.370 -8.007
C -8.165 -2.933 -8.014
C -7.631 -3.272 -6.647
O -6.218 -3.121 -6.828
C -6.048 -2.197 -7.820
O -5.013 -1.677 -8.081
O -7.219 -1.951 -8.461
H -10.281 -3.106 -7.639
H -9.623 -1.477 -7.381
H -9.859 -2.068 -9.013
H -8.105 -3.790 -8.691
H -7.875 -4.287 -6.339
H -7.955 -2.574 -5.871

***

Entry 4:
77
Properties=species:S:1:pos:R:3 method="wB97M-V/def2-TZVPD" multiplicity=1 gap_ev="5.3 / 5.3" largest_force_ha_per_bohr=0.0741 charge=+1 lumo_energy_ev="-5.4 / -5.4"
Pt -0.145 -0.163 -0.194
Se 0.440 0.111 2.475
P 0.598 2.180 1.790
Se 0.967 2.332 -0.372
C -0.883 3.103 2.324
C -1.573 2.663 3.445
C -2.645 3.395 3.921
C -3.018 4.568 3.284
C -2.332 5.001 2.159
C -1.263 4.269 1.672
C 1.981 3.060 2.581
C 2.902 2.389 3.368
C 3.988 3.074 3.879
C 4.156 4.421 3.601
C 3.225 5.093 2.823
C 2.135 4.416 2.308
H -1.276 1.747 3.940
H -3.183 3.048 4.789
H -3.847 5.145 3.663
H -2.628 5.909 1.654
H -0.731 4.599 0.787
H 2.769 1.335 3.579
H 4.705 2.546 4.488
H 5.020 4.944 3.983
H 3.345 6.145 2.609
H 1.411 4.931 1.691
C 2.861 -2.005 0.840
Si 1.571 -1.754 -0.577
C 2.660 -1.618 -2.249
C 3.602 -0.444 -2.015
C 1.786 -1.310 -3.454
C 3.461 -2.886 -2.492
C 0.363 -3.421 -0.470
C -0.581 -3.133 0.687
C -0.398 -3.577 -1.771
C 1.211 -4.632 -0.155
H 3.542 -2.832 0.649
H 2.370 -2.188 1.794
H 3.459 -1.106 0.963
H 3.048 0.471 -1.807
H 4.195 -0.271 -2.913
H 4.289 -0.630 -1.196
H 1.179 -0.421 -3.282
H 1.131 -2.137 -3.707
H 2.422 -1.122 -4.319
H 4.071 -3.157 -1.634
H 4.133 -2.723 -3.335
H 2.819 -3.725 -2.749
H -1.226 -2.273 0.468
H -0.030 -2.918 1.601
H -1.224 -3.994 0.872
H -0.879 -2.647 -2.069
H -1.181 -4.330 -1.661
H 0.262 -3.899 -2.570
H 1.645 -4.557 0.836
H 2.005 -4.775 -0.879
H 0.585 -5.525 -0.186
C -2.738 2.122 -1.428
Si -2.424 0.441 -0.553
C -3.624 0.408 0.950
C -2.924 -0.961 -1.776
C -2.609 -0.838 -3.126
C -3.115 -1.736 -4.048
C -3.921 -2.781 -3.627
C -4.188 -2.944 -2.277
C -3.685 -2.045 -1.354
H -3.798 2.214 -1.647
H -2.195 2.216 -2.362
H -2.459 2.964 -0.802
H -4.642 0.313 0.586
H -3.558 1.332 1.514
H -3.431 -0.409 1.636
H -1.990 -0.018 -3.460
H -2.898 -1.608 -5.096
H -4.357 -3.456 -4.348
H -4.804 -3.765 -1.945
H -3.906 -2.171 -0.305

***

Entry 5:
84
Properties=species:S:1:pos:R:3 method="wB97M-V/def2-TZVPD" multiplicity=1 gap_ev="5.2 / 5.2" largest_force_ha_per_bohr=0.0498 charge=-1 lumo_energy_ev="2.5 / 2.5"
Pt 0.672 -0.112 -0.041
C -1.421 -4.357 -0.738
C -1.802 -3.804 -2.106
C -0.626 -4.028 -3.066
C -3.054 -4.544 -2.608
N -2.106 -2.376 -2.093
C -2.462 -1.736 -3.265
C -2.647 -0.435 -2.984
N -2.412 -0.237 -1.652
B -2.520 1.180 -1.073
N -2.637 1.166 0.461
C -3.807 0.750 1.027
C -3.678 0.797 2.365
N -2.406 1.250 2.650
C -1.761 1.442 1.457
S -0.212 2.055 1.223
C -1.981 1.378 4.042
C -2.960 2.333 4.745
C -2.035 -0.016 4.681
C -0.570 1.933 4.194
N -1.372 2.085 -1.552
C -1.502 3.441 -1.460
C -0.364 4.017 -1.883
N 0.508 3.011 -2.255
C -0.120 1.814 -2.006
S 0.432 0.276 -2.430
C 1.842 3.342 -2.750
C 1.668 4.244 -3.984
C 2.663 2.124 -3.157
C 2.591 4.088 -1.637
C -2.052 -1.427 -1.103
S -1.747 -1.673 0.522
H -1.195 -5.417 -0.842
H -2.230 -4.233 -0.025
H -0.547 -3.845 -0.347
H -0.349 -5.080 -3.075
H 0.227 -3.443 -2.731
H -0.875 -3.727 -4.081
H -2.873 -5.616 -2.612
H -3.319 -4.238 -3.617
H -3.896 -4.338 -1.951
H -2.528 -2.239 -4.208
H -2.918 0.380 -3.624
H -3.540 1.666 -1.496
H -4.636 0.446 0.422
H -4.382 0.515 3.121
H -3.976 1.946 4.734
H -2.954 3.302 4.251
H -2.660 2.472 5.781
H -3.047 -0.414 4.677
H -1.683 0.032 5.709
H -1.395 -0.693 4.119
H -0.488 2.924 3.756
H 0.148 1.284 3.705
H -0.329 1.990 5.254
H -2.407 3.883 -1.094
H -0.109 5.056 -1.924
H 1.092 3.722 -4.745
H 2.641 4.495 -4.398
H 1.154 5.168 -3.733
H 2.172 1.565 -3.949
H 2.810 1.459 -2.310
H 3.635 2.462 -3.511
H 2.086 5.014 -1.371
H 3.601 4.323 -1.965
H 2.647 3.456 -0.754
C 2.498 -0.575 3.600
C 3.437 -1.347 2.724
C 4.628 -1.861 3.176
C 5.482 -2.554 2.326
C 5.151 -2.680 0.981
C 3.971 -2.182 0.480
C 3.606 -2.298 -0.968
C 3.031 -1.538 1.358
N 1.812 -1.254 0.998
H 2.845 -0.524 4.632
H 1.512 -1.042 3.569
H 2.384 0.437 3.205
H 4.912 -1.720 4.215
H 6.399 -2.985 2.705
H 5.845 -3.180 0.312
H 4.360 -2.847 -1.534
H 3.482 -1.304 -1.404
H 2.644 -2.804 -1.067